Here is C25H59CaCuN3O10S2 as an isolated structure at a distorted geometry from the Open Molecules 2025 dataset. Energies are from the ωB97M-V functional and the def2-TZVPD basis.

Results
orbital gap (alpha / beta)	7.6434 / 3.1403	eV
⟨S²⟩	0.7555
LUMO level (alpha / beta)	-5.35 / -9.86	eV
highest occupied orbital energy (alpha / beta)	-13.00 / -13.00	eV

Geometry as ORCA input:
```
! RIJCOSX wB97M-V def2-TZVPD def2/J DEFGRID3
* xyz 2 2
Ca 4.130 1.796 0.566
Cu 4.456 -1.158 -1.275
C 2.891 1.851 -3.726
C 3.740 0.978 -2.839
O 4.197 1.428 -1.745
O 3.890 -0.224 -3.145
H 3.106 2.897 -3.516
H 1.852 1.591 -3.523
H 3.109 1.684 -4.777
C 1.092 -0.718 -1.065
C 1.746 -0.730 0.309
C 1.567 -2.085 0.974
O 3.073 -0.327 0.297
H 0.037 -0.984 -0.951
H 1.561 -1.443 -1.737
H 1.224 0.269 -1.520
H 1.176 -0.047 0.970
H 0.502 -2.347 1.014
H 1.932 -2.097 2.002
H 2.068 -2.902 0.442
C -1.522 2.395 6.893
C -0.038 2.326 6.561
C 0.179 1.679 5.185
O -0.465 0.415 5.138
C 0.065 -0.437 4.179
N 0.495 3.688 6.555
H -1.980 1.421 7.045
H -2.045 2.877 6.054
H -1.677 3.042 7.754
H 0.483 1.693 7.280
H 1.267 1.598 5.064
H -0.242 2.338 4.412
H -0.676 -1.212 3.954
H 1.012 -0.939 4.400
H 0.166 0.059 3.197
H 0.225 4.131 5.679
H 1.511 3.669 6.508
C -2.445 -0.576 -5.444
C -3.216 -0.888 -4.141
C -2.144 -1.460 -3.103
O -2.669 -2.067 -2.013
C -3.177 -3.391 -2.221
N -3.704 0.340 -3.648
H -1.795 -1.389 -5.770
H -1.756 0.270 -5.385
H -3.187 -0.366 -6.211
H -4.099 -1.489 -4.348
H -1.514 -0.637 -2.750
H -1.451 -2.117 -3.648
H -3.864 -3.608 -1.405
H -2.356 -4.104 -2.173
H -3.764 -3.466 -3.138
H -4.477 0.273 -2.985
H -3.000 0.991 -3.300
C 0.524 4.089 -1.125
C 1.905 3.497 -0.770
C 2.903 4.579 -0.455
O 4.069 4.020 0.159
C 4.987 5.038 0.562
N 1.752 2.638 0.457
H -0.055 3.335 -1.661
H 0.633 4.911 -1.839
H -0.037 4.434 -0.258
H 2.143 2.844 -1.597
H 2.477 5.341 0.206
H 3.165 5.101 -1.381
H 5.192 5.744 -0.242
H 5.914 4.563 0.885
H 4.624 5.603 1.426
H 1.100 3.157 1.042
H 1.170 1.842 0.200
C 0.571 -4.306 -2.834
C 0.363 -4.914 -1.429
C -0.131 -6.347 -1.666
S 0.687 -6.958 -3.147
O -0.296 -7.470 -4.039
O 1.844 -7.738 -2.823
C 1.302 -5.358 -3.664
H 1.068 -3.342 -2.782
H -0.422 -4.209 -3.294
H -0.467 -4.379 -0.963
H 1.229 -4.878 -0.770
H -1.149 -6.159 -2.033
H -0.222 -7.102 -0.894
H 1.217 -5.281 -4.745
H 2.360 -5.343 -3.400
C -3.803 -0.396 1.969
C -3.418 0.282 3.302
C -3.119 1.746 3.007
S -2.281 1.722 1.411
O -0.850 1.897 1.505
O -3.009 2.626 0.545
C -2.719 0.045 0.991
H -4.799 -0.071 1.677
H -3.752 -1.470 2.123
H -2.571 -0.192 3.793
H -4.201 0.307 4.062
H -2.475 2.299 3.683
H -4.065 2.254 2.832
H -1.834 -0.584 1.100
H -3.008 0.093 -0.059
*
```

These are the Löwdin partial charges, in e, on atoms 1 to 99: number 1, Ca, carries 1.5965; number 2, Cu, carries 0.5708; number 3, C, carries 0.0109; number 4, C, carries -0.6915; number 5, O, carries -0.2013; number 6, O, carries -0.0267; number 7, H, carries 0.0824; number 8, H, carries 0.0786; number 9, H, carries 0.0955; number 10, C, carries -0.0422; number 11, C, carries -0.6152; number 12, C, carries -0.0533; number 13, O, carries -0.4120; number 14, H, carries 0.0662; number 15, H, carries 0.0677; number 16, H, carries 0.0662; number 17, H, carries 0.0994; number 18, H, carries 0.0753; number 19, H, carries 0.0789; number 20, H, carries 0.0713; number 21, C, carries -0.0532; number 22, C, carries -0.4343; number 23, C, carries -0.2114; number 24, O, carries -0.1772; number 25, C, carries -0.1406; number 26, N, carries 0.0408; number 27, H, carries 0.0790; number 28, H, carries 0.0710; number 29, H, carries 0.0835; number 30, H, carries 0.1467; number 31, H, carries 0.1241; number 32, H, carries 0.1087; number 33, H, carries 0.0853; number 34, H, carries 0.0947; number 35, H, carries 0.0670; number 36, H, carries 0.0692; number 37, H, carries 0.0713; number 38, C, carries -0.0080; number 39, C, carries -0.3057; number 40, C, carries -0.1715; number 41, O, carries -0.1257; number 42, C, carries -0.0093; number 43, N, carries 0.2604; number 44, H, carries 0.0980; number 45, H, carries 0.0988; number 46, H, carries 0.1014; number 47, H, carries 0.1599; number 48, H, carries 0.1305; number 49, H, carries 0.1391; number 50, H, carries 0.1095; number 51, H, carries 0.0727; number 52, H, carries 0.1046; number 53, H, carries 0.1580; number 54, H, carries 0.1497; number 55, C, carries -0.0267; number 56, C, carries -0.3966; number 57, C, carries -0.1696; number 58, O, carries -0.3765; number 59, C, carries -0.0542; number 60, N, carries -0.0011; number 61, H, carries 0.0781; number 62, H, carries 0.0921; number 63, H, carries 0.0888; number 64, H, carries 0.0848; number 65, H, carries 0.1479; number 66, H, carries 0.1476; number 67, H, carries 0.1078; number 68, H, carries 0.0976; number 69, H, carries 0.1068; number 70, H, carries 0.0766; number 71, H, carries 0.0419; number 72, C, carries -0.2149; number 73, C, carries -0.2155; number 74, C, carries -0.2113; number 75, S, carries 0.6490; number 76, O, carries -0.2934; number 77, O, carries -0.2972; number 78, C, carries -0.2187; number 79, H, carries 0.0935; number 80, H, carries 0.0920; number 81, H, carries 0.0942; number 82, H, carries 0.1101; number 83, H, carries 0.0888; number 84, H, carries 0.1168; number 85, H, carries 0.1111; number 86, H, carries 0.1085; number 87, C, carries -0.1769; number 88, C, carries -0.1975; number 89, C, carries -0.1950; number 90, S, carries 0.6707; number 91, O, carries -0.3432; number 92, O, carries -0.3310; number 93, C, carries -0.2359; number 94, H, carries 0.1232; number 95, H, carries 0.1194; number 96, H, carries 0.0900; number 97, H, carries 0.1300; number 98, H, carries 0.0881; number 99, H, carries 0.1144


Here is C16H21BCl2O4Pb as an isolated structure at a distorted geometry from the Open Molecules 2025 dataset. Energies are from the ωB97M-V functional and the def2-TZVPD basis.

Results
orbital gap	4.3328	eV
LUMO level	4.54	eV
highest occupied orbital energy	0.21	eV
energy relative to the best compared isomer or geometry (same formula, charge and spin)	0.279	eV

Geometry as ORCA input:
```
! RIJCOSX wB97M-V def2-TZVPD def2/J DEFGRID3
* xyz -2 1
C -0.713 0.697 -2.551
C -1.547 -0.415 -2.253
C -0.713 -1.535 -1.996
C -3.023 -0.388 -2.167
C 0.631 -1.134 -2.201
C 0.637 0.248 -2.519
C 1.827 1.063 -2.801
C -1.200 2.045 -2.914
C -1.201 -2.896 -1.726
C 1.810 -2.006 -2.120
Pb 0.417 2.307 0.711
Cl -1.133 0.085 1.656
Cl -0.830 4.520 0.673
O 1.943 -0.392 1.911
H -3.370 0.594 -1.804
H -3.374 -1.137 -1.440
H -3.466 -0.592 -3.158
H -1.935 -2.864 -0.911
H -0.370 -3.518 -1.384
H -1.665 -3.365 -2.611
H 1.650 -2.785 -1.368
H 2.679 -1.422 -1.808
H 2.026 -2.474 -3.089
H 2.695 0.614 -2.308
H 1.739 2.069 -2.374
H 2.029 1.125 -3.883
H -1.986 2.353 -2.203
H -1.607 2.078 -3.944
H -0.380 2.771 -2.828
H 1.760 -1.282 1.524
O 2.312 2.819 -0.194
H 2.679 3.709 -0.007
O 0.648 -1.235 3.852
B 1.130 -0.203 2.989
O 1.193 1.038 3.691
C 0.626 0.794 4.908
C 0.717 1.629 6.004
C 0.370 1.040 7.226
C -0.024 -0.306 7.313
C -0.108 -1.131 6.187
C 0.265 -0.584 4.986
H 1.026 2.675 5.917
H 0.389 1.644 8.127
H -0.246 -0.738 8.286
H -0.381 -2.180 6.264
*
```

Charges obtained by Löwdin population analysis, quoted in units of e: number 1, C, carries -0.2845; number 2, C, carries -0.2794; number 3, C, carries -0.2757; number 4, C, carries -0.0911; number 5, C, carries -0.2739; number 6, C, carries -0.2782; number 7, C, carries -0.1057; number 8, C, carries -0.0974; number 9, C, carries -0.0962; number 10, C, carries -0.0995; number 11, Pb, carries 0.9353; number 12, Cl, carries -0.1389; number 13, Cl, carries -0.3827; number 14, O, carries 0.1260; number 15, H, carries 0.0607; number 16, H, carries 0.0586; number 17, H, carries 0.0602; number 18, H, carries 0.0599; number 19, H, carries 0.0477; number 20, H, carries 0.0638; number 21, H, carries 0.0511; number 22, H, carries 0.0537; number 23, H, carries 0.0615; number 24, H, carries 0.0564; number 25, H, carries 0.0327; number 26, H, carries 0.0630; number 27, H, carries 0.0595; number 28, H, carries 0.0641; number 29, H, carries 0.0600; number 30, H, carries 0.1335; number 31, O, carries -0.5942; number 32, H, carries -0.0632; number 33, O, carries 0.1486; number 34, B, carries -0.9907; number 35, O, carries 0.1125; number 36, C, carries -0.1882; number 37, C, carries -0.0066; number 38, C, carries -0.1199; number 39, C, carries -0.1202; number 40, C, carries -0.0186; number 41, C, carries -0.2024; number 42, H, carries 0.1193; number 43, H, carries 0.0828; number 44, H, carries 0.0840; number 45, H, carries 0.1124


Here is one molecule with the formula C5H8O3 at a distorted geometry from the Open Molecules 2025 dataset. Energies are from the ωB97M-V functional and the def2-TZVPD basis.

Results
orbital gap	10.6664	eV
SMILES	C1O[C@H]2CC[C@@H](O1)O2
LUMO level	0.92	eV
highest occupied orbital energy	-9.75	eV
energy relative to the best compared isomer or geometry (same formula, charge and spin)	4.741	eV

Geometry as ORCA input:
```
! RIJCOSX wB97M-V def2-TZVPD def2/J DEFGRID3
* xyz 0 1
C 1.675 -0.765 -0.095
O 1.577 0.679 -0.240
C 0.547 1.142 0.528
C -0.642 0.997 -0.511
C -1.379 -0.249 -0.399
C -0.730 -0.759 0.618
O 0.316 -1.418 -0.155
O -0.107 0.110 1.512
H 2.205 -1.318 -0.792
H 2.176 -1.040 0.848
H 0.824 2.161 0.808
H -0.166 1.211 -1.462
H -1.352 1.896 -0.217
H -2.504 -0.172 -0.230
H -1.459 -0.853 -1.343
H -0.979 -1.623 1.129
*
```

Charges obtained by Löwdin population analysis, quoted in units of e: number 1, C, carries -0.0743; number 2, O, carries -0.0571; number 3, C, carries -0.2009; number 4, C, carries -0.1051; number 5, C, carries -0.2052; number 6, C, carries -0.4532; number 7, O, carries -0.0798; number 8, O, carries 0.0149; number 9, H, carries 0.1062; number 10, H, carries 0.1332; number 11, H, carries 0.1653; number 12, H, carries 0.1236; number 13, H, carries 0.1579; number 14, H, carries 0.1567; number 15, H, carries 0.1643; number 16, H, carries 0.1534